Entry 1:
{
  "formula": "C28H50F2N4O12P",
  "method": "wB97M-V/def2-TZVPD",
  "elements": ["C", "C", "C", "O", "O", "C", "C", "C", "C", "C", "C", "C", "C", "O", "C", "N", "C", "N", "C", "C", "P", "O", "O", "C", "C", "O", "C", "C", "N", "C", "N", "C", "C", "H", "H", "H", "H", "H", "H", "H", "H", "H", "H", "H", "H", "H", "H", "H", "H", "H", "H", "H", "H", "H", "H", "H", "H", "H", "H", "H", "H", "H", "H", "H", "H", "H", "H", "H", "H", "H", "H", "H", "H", "H", "H", "H", "H", "C", "C", "O", "C", "O", "O", "F", "H", "H", "H", "C", "C", "O", "C", "O", "O", "F", "H", "H", "H"],
  "positions_angstrom": [[0.758757, -2.546243, 4.419404], [0.572164, -3.736378, 3.837393], [1.013920, -3.923249, 2.428633], [2.034647, -3.524713, 1.949969], [0.078526, -4.571224, 1.674606], [-1.075895, -3.760031, 1.356650], [-1.312342, -3.831319, -0.143820], [-2.732554, -3.406647, -0.568566], [-2.762790, -1.968713, -1.099642], [-2.004585, -0.999901, -0.175720], [-2.420774, 0.476272, -0.319171], [-1.320054, 1.505947, -0.701209], [-1.614025, 2.226726, -2.039994], [-2.224156, 3.475691, -1.890491], [-3.640609, 3.430557, -1.811046], [0.060650, 0.948921, -0.803841], [0.560938, 0.844522, 0.449410], [1.699290, 0.252105, 0.751617], [2.583612, -0.352969, -0.246510], [3.401185, -1.527337, 0.301265], [4.240365, -2.521412, -0.962052], [5.469970, -3.058770, -0.386861], [3.271560, -3.631096, -1.553168], [2.080480, -4.067532, -0.865633], [1.281727, -4.932714, -1.832699], [4.511477, -1.531915, -2.178468], [3.793188, -1.635321, -3.428778], [4.409930, -2.672265, -4.363205], [-0.237423, 1.478539, 1.334753], [-1.050451, 2.464171, 0.475372], [-2.134749, 3.080239, 1.130356], [-1.763494, 4.360316, 1.774377], [-1.445422, 5.462603, 0.756044], [1.675292, -1.985822, 4.260774], [-0.010630, -2.107749, 5.045522], [0.140012, -4.594628, 4.340681], [-0.866499, -2.740607, 1.685345], [-1.947894, -4.151675, 1.884687], [-0.567803, -3.217814, -0.657072], [-1.117013, -4.863480, -0.438921], [-3.092533, -4.086917, -1.339760], [-3.395765, -3.493785, 0.297820], [-2.282351, -1.978052, -2.084636], [-3.796654, -1.642574, -1.229128], [-2.201979, -1.322788, 0.847978], [-0.939746, -1.148450, -0.366040], [-3.183429, 0.530787, -1.096998], [-2.917380, 0.774000, 0.602849], [-2.196016, 1.560082, -2.688959], [-0.661226, 2.397026, -2.547533], [-3.983385, 2.822914, -0.969376], [-4.068311, 3.066294, -2.749948], [-3.980167, 4.450862, -1.643512], [0.157757, 0.144394, -1.410613], [1.981511, 0.259370, 1.721193], [3.281479, 0.422754, -0.564957], [2.034835, -0.641926, -1.142618], [2.815892, -2.141879, 0.990888], [4.231925, -1.119659, 0.882232], [2.371624, -4.658576, 0.001699], [1.477760, -3.212112, -0.553989], [1.952636, -5.381342, -2.563960], [0.713150, -5.695996, -1.306022], [0.584232, -4.313117, -2.402997], [2.725468, -1.804902, -3.274458], [3.873601, -0.649653, -3.881719], [4.496093, -2.287742, -5.377307], [5.374175, -3.000504, -3.977534], [3.783017, -3.564843, -4.403133], [0.249289, 1.927958, 2.104534], [-0.307621, 3.182345, 0.114854], [-2.498348, 2.451651, 1.838086], [-0.913366, 4.202964, 2.451701], [-2.613505, 4.645036, 2.394088], [-1.599583, 5.110954, -0.263006], [-2.081350, 6.332603, 0.915222], [-0.417197, 5.806390, 0.872906], [3.903993, 2.559249, -2.633874], [3.350307, 3.796976, -3.315615], [2.641701, 3.242794, -4.411884], [2.245799, 1.995991, -4.066874], [1.429675, 1.346940, -4.630513], [2.909514, 1.578367, -2.957067], [4.321806, 4.610425, -3.769903], [4.861221, 2.262436, -3.064030], [4.007669, 2.667743, -1.557500], [2.656548, 4.380703, -2.706751], [-4.467974, 3.221926, 5.569251], [-4.501153, 1.910809, 4.811797], [-3.177752, 1.825217, 4.296283], [-2.367773, 2.514792, 5.159719], [-1.184093, 2.433168, 5.162753], [-3.098024, 3.283665, 5.983536], [-5.372468, 1.937647, 3.778358], [-4.689501, 4.061220, 4.908722], [-5.130184, 3.248345, 6.428804], [-4.702372, 1.032935, 5.426947]],
  "forces_ev_per_angstrom": [[-0.2, 0.0, 0.0], [0.5, -0.2, 0.0], [0.5, -0.5, 0.8], [0.1, 0.0, 0.3], [0.2, 0.1, 0.0], [0.0, -0.1, -0.2], [-0.2, -0.2, 0.0], [0.4, 0.2, 0.1], [0.2, -0.2, 0.0], [-0.5, -0.2, -0.1], [0.1, -0.4, -0.4], [-0.2, 0.3, 0.0], [0.3, 0.0, 0.0], [-0.1, -0.1, 0.0], [-0.1, 0.1, 0.1], [-0.6, -0.7, 0.4], [0.0, 0.0, -0.1], [-0.5, -0.2, -0.1], [0.8, -0.1, -0.2], [-0.4, 0.7, 0.1], [1.0, -0.5, 0.5], [0.1, 0.0, 0.1], [-0.6, 0.7, -0.1], [0.0, -0.9, -0.5], [0.0, 0.5, -0.3], [-0.7, -0.1, -0.1], [0.3, 0.4, -0.6], [-0.5, -0.5, 0.3], [0.4, 0.9, -0.1], [0.5, -0.7, -0.3], [0.3, 0.1, 0.2], [-0.1, -0.2, 0.0], [0.0, 0.1, 0.2], [-0.5, 0.6, -1.0], [0.6, -0.5, 1.0], [-1.3, 0.4, -0.4], [-0.2, 0.0, 0.1], [0.1, 0.0, 0.1], [0.0, -0.1, 0.0], [-0.1, 0.1, 0.0], [-0.1, 0.0, 0.1], [-0.1, 0.0, -0.1], [-0.2, 0.2, -0.1], [0.0, 0.0, 0.0], [0.2, 0.1, 0.1], [0.0, 0.0, 0.3], [0.0, 0.0, 0.1], [0.1, 0.2, 0.0], [-0.1, 0.1, 0.0], [0.0, 0.1, 0.1], [0.0, 0.0, 0.0], [0.0, -0.1, 0.0], [0.0, 0.0, 0.0], [0.4, 0.2, -0.2], [0.1, -0.1, -0.1], [-0.1, 0.0, -0.2], [-0.3, 0.0, 0.2], [0.2, 0.0, -0.4], [0.1, -0.1, 0.0], [0.0, 0.3, -0.1], [0.3, 0.0, 0.2], [0.0, -0.2, 0.2], [0.1, 0.0, 0.0], [0.0, -0.1, 0.0], [0.1, -0.1, 0.2], [0.1, 0.1, 0.1], [0.2, 0.0, 0.0], [0.1, 0.2, -0.2], [0.0, 0.0, 0.0], [-0.2, -0.2, 0.2], [-0.4, 0.4, 0.1], [-0.2, 0.0, -0.1], [0.0, 0.1, 0.1], [0.0, 0.0, 0.0], [0.0, 0.0, 0.0], [0.0, 0.0, 0.0], [0.0, 0.0, -0.1], [0.1, 0.0, 0.1], [0.2, -0.1, -0.1], [-0.2, 0.0, 0.1], [0.0, -0.2, -0.1], [0.0, 0.0, 0.0], [0.0, 0.2, 0.2], [0.0, 0.0, -0.1], [0.0, 0.1, -0.1], [-0.1, -0.1, 0.0], [0.1, 0.1, 0.0], [-0.1, 0.0, 0.1], [-0.1, 0.1, -0.2], [-0.1, 0.0, 0.3], [0.3, 0.1, -0.1], [0.0, 0.0, -0.2], [-0.1, 0.0, 0.0], [0.1, 0.0, -0.1], [0.0, -0.1, -0.1], [0.1, 0.0, 0.1], [-0.1, 0.0, -0.1]],
  "total_charge": 1,
  "homo_lumo_gap_ev": 9.67,
  "multiplicity": 1,
  "energy_ev": -75095.8644,
  "fmax_ev_per_a": 1.43
}

---

Entry 2:
{
  "formula": "C6H11N",
  "method": "wB97M-V/def2-TZVPD",
  "elements": ["C", "N", "C", "C", "C", "C", "C", "H", "H", "H", "H", "H", "H", "H", "H", "H", "H", "H"],
  "positions_angstrom": [[-1.655443, 0.934000, -1.125111], [-0.468102, -1.771461, -0.551839], [0.091462, -0.555114, -0.057618], [-0.429938, 0.644369, -0.311899], [0.151413, 1.894678, 0.327696], [1.608580, -1.883322, 1.392952], [1.261024, -0.753653, 0.796090], [-2.224523, 0.070470, -1.458856], [-1.346122, 1.564064, -1.966017], [-2.316225, 1.589670, -0.560110], [0.221116, -2.198107, -1.160565], [-1.340532, -1.619304, -1.033306], [-0.401310, 2.781182, 0.050268], [0.203559, 1.842888, 1.413351], [1.188540, 2.071925, 0.014100], [2.505937, -1.912778, 1.973903], [1.033815, -2.791019, 1.338936], [1.916747, 0.091517, 0.918032]],
  "forces_ev_per_angstrom": [[0.3, 0.3, -0.1], [0.3, 0.3, 0.2], [-0.5, -0.6, -0.3], [0.0, 0.8, 0.7], [0.7, -0.2, -0.1], [-0.1, -0.2, 0.0], [0.1, 0.2, -0.2], [0.1, 0.1, -0.2], [-0.2, -0.3, -0.3], [-0.2, -0.1, 0.2], [-0.3, -0.3, 0.0], [0.1, -0.1, -0.2], [-0.2, 0.2, 0.0], [-0.2, 0.0, 0.1], [-0.1, 0.0, -0.1], [0.4, 0.0, 0.3], [-0.2, -0.1, -0.1], [0.1, 0.3, 0.1]],
  "homo_lumo_gap_ev": 8.83,
  "multiplicity": 1,
  "energy_ev": -7889.4844,
  "relative_energy_ev": 1.047,
  "fmax_ev_per_a": 1.07
}

---

Entry 3:
{
  "formula": "C47H45BrN6O4RbSSi",
  "method": "wB97M-V/def2-TZVPD",
  "elements": ["Rb", "O", "C", "C", "C", "C", "C", "C", "C", "O", "N", "N", "C", "C", "Br", "C", "C", "C", "C", "C", "C", "C", "H", "H", "H", "H", "H", "H", "H", "H", "H", "H", "H", "H", "H", "H", "C", "O", "C", "N", "C", "C", "C", "C", "C", "C", "C", "C", "C", "C", "C", "C", "N", "C", "N", "C", "C", "O", "C", "C", "C", "C", "C", "C", "H", "H", "H", "H", "H", "H", "H", "H", "H", "H", "H", "H", "H", "H", "H", "H", "H", "H", "H", "C", "Si", "C", "C", "C", "C", "C", "C", "N", "C", "S", "H", "H", "H", "H", "H", "H", "H", "H", "H", "H", "H", "H"],
  "positions_angstrom": [[-2.142792, 0.452429, -0.698932], [-2.768912, -0.569804, -4.049952], [-2.699697, 0.202153, -5.175168], [-3.084310, -0.320099, -6.404104], [-3.005121, 0.446680, -7.559242], [-2.538352, 1.746384, -7.487708], [-2.164789, 2.258436, -6.248983], [-2.231695, 1.517975, -5.078736], [-1.862833, 2.171311, -3.734854], [-2.672377, 1.942694, -2.752453], [-0.401805, 1.662844, -3.488900], [0.098500, 1.780950, -2.268923], [1.363456, 1.955747, -2.124873], [2.025913, 1.911506, -0.833497], [1.065218, 1.121909, 0.604710], [3.296935, 2.262963, -0.590896], [4.213802, 2.906801, -1.544259], [3.810255, 3.910322, -2.427310], [4.716764, 4.493470, -3.300226], [6.045509, 4.095304, -3.303545], [6.466053, 3.115895, -2.413429], [5.561289, 2.534544, -1.540633], [-3.237623, -1.381314, -4.272067], [-3.446468, -1.343191, -6.453682], [-3.311907, 0.020829, -8.506656], [-2.474083, 2.359092, -8.377798], [-1.821068, 3.285367, -6.173236], [-1.691648, 3.256340, -3.969582], [0.245660, 1.918656, -4.238048], [2.016600, 2.076077, -2.992561], [3.712820, 2.028251, 0.381781], [2.782979, 4.250369, -2.410725], [4.381492, 5.271309, -3.974886], [6.750368, 4.551773, -3.986633], [7.502692, 2.803277, -2.397948], [5.893355, 1.771604, -0.846193], [-4.258045, 1.038800, 4.180384], [-4.458468, -0.330056, 3.785158], [-3.870167, -0.438630, 2.570735], [-3.515821, 0.622859, 1.976269], [-3.838599, 1.740272, 2.874094], [-2.683040, 2.694487, 3.045239], [-2.900346, 4.066419, 2.991583], [-1.850840, 4.956267, 3.172554], [-0.571110, 4.473257, 3.402604], [-0.351167, 3.103735, 3.458760], [-1.399753, 2.212350, 3.286561], [-3.700400, -1.823168, 2.074395], [-4.042113, -2.890871, 2.897952], [-3.813468, -4.170918, 2.437366], [-3.223355, -4.339078, 1.197816], [-2.903827, -3.205204, 0.462897], [-3.159904, -1.968035, 0.873054], [-2.170953, -3.349422, -0.814972], [-1.653770, -2.424278, -1.507289], [-0.993905, -3.056232, -2.655046], [-1.155893, -4.569052, -2.387307], [-2.024709, -4.632713, -1.244232], [0.449534, -2.642372, -2.830835], [1.251687, -3.364964, -3.712831], [2.586257, -3.039912, -3.887876], [3.140911, -1.988090, -3.169850], [2.346320, -1.260347, -2.298873], [1.001396, -1.574504, -2.139711], [-3.466978, 1.060092, 4.931737], [-5.190076, 1.412945, 4.599400], [-4.673754, 2.298303, 2.437791], [-3.898284, 4.441198, 2.791209], [-2.030239, 6.023076, 3.122239], [0.255565, 5.160813, 3.531592], [0.646401, 2.722419, 3.629069], [-1.228633, 1.140660, 3.360009], [-4.437934, -2.701324, 3.882942], [-4.051659, -5.027798, 3.053513], [-2.984000, -5.318308, 0.811861], [-1.534933, -2.757249, -3.557654], [-0.210529, -5.045464, -2.123883], [-1.626602, -5.117324, -3.201920], [0.829742, -4.194714, -4.271214], [3.194853, -3.611041, -4.577971], [4.187428, -1.737881, -3.291403], [2.771752, -0.447218, -1.726315], [0.386083, -0.986677, -1.469539], [3.788199, -0.942831, 5.371582], [1.898918, -1.083515, 5.354146], [1.465456, -2.398294, 6.624344], [1.300243, 0.611071, 5.901646], [1.422955, -1.624175, 3.620858], [2.392767, -1.928668, 2.679449], [2.044203, -2.461480, 1.442046], [0.700857, -2.694160, 1.219835], [-0.270849, -2.407976, 2.080871], [0.053172, -1.847682, 3.268318], [-1.218142, -1.407897, 4.364329], [4.113184, -0.603941, 6.359380], [4.148779, -0.213134, 4.641596], [4.279618, -1.897188, 5.168291], [1.764953, -2.086829, 7.629064], [1.978839, -3.334783, 6.392580], [0.390879, -2.572047, 6.607978], [1.745787, 0.835008, 6.877069], [0.215885, 0.629654, 5.984960], [1.609638, 1.399015, 5.212396], [3.440655, -1.755517, 2.905088], [2.780327, -2.697937, 0.684637], [0.384843, -3.140653, 0.279626]],
  "forces_ev_per_angstrom": [[0.0, -0.1, 0.2], [0.0, 0.0, 0.0], [0.0, 0.0, 0.0], [0.0, 0.0, 0.0], [0.0, 0.0, 0.0], [0.0, 0.0, 0.0], [0.0, 0.0, 0.0], [0.0, 0.0, 0.0], [0.0, 0.0, 0.0], [0.0, 0.3, -0.1], [0.0, 0.1, 0.1], [0.0, 0.0, -0.1], [0.0, 0.0, 0.0], [0.1, 0.0, 0.0], [0.0, 0.1, 0.0], [-0.1, 0.0, 0.1], [0.0, 0.0, 0.0], [0.0, 0.0, 0.0], [0.0, 0.0, 0.0], [0.0, 0.0, 0.0], [0.0, 0.0, 0.0], [0.0, 0.0, 0.0], [0.0, 0.0, 0.0], [0.0, 0.0, 0.0], [0.0, 0.0, 0.0], [0.0, 0.0, 0.0], [0.0, 0.0, 0.0], [0.0, 0.0, 0.0], [0.0, 0.0, 0.0], [0.0, 0.0, 0.0], [0.0, 0.0, 0.0], [0.0, 0.0, 0.0], [0.0, 0.0, 0.0], [0.0, 0.0, 0.0], [0.0, 0.0, 0.0], [0.0, 0.0, 0.0], [0.0, 0.0, 0.0], [0.0, 0.0, 0.0], [0.0, 0.1, 0.0], [0.0, -0.1, 0.0], [0.0, 0.1, 0.0], [-0.1, 0.0, 0.0], [0.0, 0.0, 0.0], [0.0, 0.0, 0.0], [0.0, 0.0, 0.0], [0.0, 0.0, 0.0], [0.0, 0.0, 0.0], [0.1, 0.0, 0.0], [0.0, -0.1, 0.0], [0.0, 0.0, 0.1], [0.0, 0.0, -0.1], [0.0, -0.1, 0.0], [-0.1, 0.0, 0.0], [0.0, 0.0, 0.0], [0.0, -0.1, 0.0], [0.0, 0.0, 0.0], [0.0, 0.0, 0.0], [0.0, 0.0, 0.0], [0.0, 0.0, 0.0], [0.0, 0.0, 0.0], [0.0, 0.0, 0.0], [0.0, 0.0, 0.0], [0.0, 0.0, 0.0], [0.0, 0.0, 0.0], [0.0, 0.0, 0.0], [0.0, 0.0, 0.0], [0.0, 0.0, 0.0], [0.0, 0.0, 0.0], [0.0, 0.0, 0.0], [0.0, 0.0, 0.0], [0.0, 0.0, 0.0], [0.0, 0.0, 0.0], [0.0, 0.0, 0.0], [0.0, 0.0, 0.0], [0.0, 0.0, 0.0], [0.0, 0.0, 0.0], [0.0, 0.0, 0.0], [0.0, 0.0, 0.0], [0.0, 0.0, 0.0], [0.0, 0.0, 0.0], [0.0, 0.0, 0.0], [0.0, 0.0, 0.0], [0.1, -0.1, 0.0], [0.0, 0.0, 0.0], [0.1, 0.1, -0.1], [0.0, 0.1, -0.1], [0.0, -0.1, 0.1], [-0.2, 0.0, 0.1], [0.0, 0.0, 0.0], [0.0, 0.0, 0.0], [0.0, 0.0, 0.0], [0.0, 0.1, 0.0], [0.1, 0.0, 0.0], [0.1, -0.1, 0.1], [0.0, 0.0, 0.0], [0.0, 0.0, 0.0], [0.0, 0.0, 0.0], [0.0, 0.0, 0.0], [0.0, 0.0, 0.0], [0.0, 0.0, 0.0], [0.0, 0.0, 0.0], [0.0, 0.0, 0.0], [0.0, 0.0, 0.0], [0.0, 0.0, 0.0], [0.0, 0.0, 0.0], [0.0, 0.0, 0.0]],
  "total_charge": -1,
  "homo_lumo_gap_ev": 5.93,
  "multiplicity": 1,
  "energy_ev": -156013.6773,
  "relative_energy_ev": 1.067,
  "fmax_ev_per_a": 0.29
}